No. 1
Computed, not measured: a molecular structure, C10H13N2O5PdS in a non-equilibrium geometry, with ωB97M-V/def2-TZVPD.

Last column: Löwdin spin population.
Atoms and positions in Å:
Pd: -1.09219 1.53249 0.11148  0.67
S: 1.77221 -2.15144 1.60822  0.28
O: -0.16462 -2.14454 -0.36766  0.59
O: 0.40719 2.08780 -2.36572  0.03
O: 0.44651 1.37421 2.76313  0.03
O: -2.79184 -0.99717 0.00124  0.02
O: 1.93387 0.17750 -1.07532  0.32
N: 2.20190 -0.97949 4.00096  0.36
N: 0.17520 -2.14220 3.81078  0.39
C: -2.07997 -0.09680 -0.01136  0.09
C: -0.50894 -1.31969 4.81308  0.04
C: 3.32293 -0.33707 3.35582  0.05
C: 1.30863 -1.66115 3.25674  0.05
C: 1.81746 -1.02892 -0.89917  0.19
C: -0.66151 -3.05466 3.04146  0.05
C: 0.92958 -1.76467 0.01727  0.41
C: -0.04198 1.76087 -1.35482  0.11
C: -0.11613 1.40385 1.74031  0.05
C: 2.34231 -1.20530 5.44077  0.04
H: -0.05730 -3.87470 2.66252  0.01
H: 3.39353 -1.16961 5.69649  0.01
H: -1.56746 -1.55531 4.76574  0.00
H: 2.20954 -1.92661 -1.38939  0.05
H: 3.86635 0.24431 4.12422  0.00
H: -0.36807 -0.23831 4.59436  0.01
H: 4.01738 -1.07613 2.91123  0.03
H: -1.42314 -3.44186 3.72773  0.00
H: -1.15164 -2.54138 2.19831  0.03
H: -0.13305 -1.53437 5.81939  0.02
H: 1.93291 -2.18292 5.73343  0.01
H: 1.82557 -0.41259 6.02540  0.02
H: 2.98549 0.35505 2.56759  0.01

Output
Charge ... +3
Kohn-Sham gap (alpha / beta) ... 6.077 / 5.472 eV
Energy relative to the best compared isomer or geometry (same formula, charge and spin) ... 15.6 kcal per mole
Total energy ... -1399.17351 hartree
Multiplicity ... 5

***

No. 2
Computed, not measured: 2 unconnected molecules or ions with the total composition C4H7P in a non-equilibrium geometry, with ωB97M-V/def2-TZVPD.

Last column: Löwdin charge in e.
Atoms and positions in Å:
P: -1.21384 0.80700 2.22707  0.71
C: -0.89119 0.11978 -1.66676  -0.16
C: -0.21083 0.71432 -0.54802  -0.19
C: -0.01054 0.00294 3.12326  -0.53
C: 0.43825 -0.42592 -1.17523  -0.17
H: 0.23303 1.67324 -0.28697  0.06
H: -0.00388 0.20754 4.20160  -0.05
H: 0.41757 -1.30374 -0.62781  0.06
H: 1.38622 -0.32934 -1.82916  0.13
H: -0.92814 0.54160 -2.56848  0.06
H: 0.70931 -0.69929 2.49947  0.02
H: -1.68843 -0.47272 -1.53597  0.06

Output
Kohn-Sham gap (alpha / beta) ... 8.014 / 7.920 eV
Energy relative to the best compared isomer or geometry (same formula, charge and spin) ... 113.3 kcal per mole
Total energy ... -497.74603 hartree

***

No. 3
Computed, not measured: a molecular structure, C17H20N3NiO4PS2, with ωB97M-V/def2-TZVPD.

Last column: Löwdin spin population.
Atoms and positions in Å:
Ni: 0.19224 0.07313 -0.18237  0.95
S: 0.91861 -3.88315 -1.06745  0.00
S: 1.93866 -1.09247 0.68428  0.01
P: 2.21552 -2.45379 -0.76454  0.00
O: -2.42656 -3.68693 -0.02926  0.00
O: 3.72218 -2.99037 -0.51750  0.00
O: -1.38550 -1.33284 -0.20189  0.02
O: 2.49140 -1.66489 -2.15887  0.00
N: -1.52072 1.16152 -0.08907  0.02
N: 0.90362 2.10647 -0.16462  0.02
N: -2.70969 0.55588 -0.04618  0.00
C: 1.97867 -0.10152 -3.87479  0.00
C: -1.44542 2.43307 -0.05456  -0.01
C: 0.16572 4.35535 -0.02532  0.00
C: 4.12714 -4.34610 -0.69268  0.00
C: 1.47608 4.80029 -0.03380  0.00
C: 2.16091 2.53342 -0.16064  0.00
C: 4.12356 -5.06685 0.63824  0.00
C: -4.75322 -3.83088 -0.01457  0.00
C: -0.09476 2.99085 -0.08780  0.00
C: -2.50525 -0.78074 -0.10326  0.00
C: -3.59447 -3.04534 -0.03818  0.00
C: 1.41066 -1.02321 -2.81919  0.00
C: -4.99167 -1.07218 -0.05850  0.00
C: -6.13173 -1.85375 -0.03527  0.00
C: 2.50500 3.87540 -0.09832  0.00
C: -6.00048 -3.24231 -0.01312  0.00
C: -3.71594 -1.64121 -0.06180  0.00
H: -5.05364 0.00723 -0.07289  0.00
H: 1.69529 5.86043 0.01412  0.00
H: 4.43675 -6.10631 0.49880  0.00
H: -2.33688 3.05331 0.01039  0.00
H: -7.11251 -1.39438 -0.03377  0.00
H: 5.13193 -4.30949 -1.11832  0.00
H: 1.16885 0.34293 -4.45950  0.00
H: 0.81792 -0.44610 -2.10474  0.00
H: -0.66531 5.04864 0.03180  0.00
H: 4.80303 -4.58496 1.34466  0.00
H: 3.54233 4.17867 -0.09492  0.00
H: 0.75129 -1.77767 -3.25292  0.00
H: -1.70268 -3.01467 -0.10508  0.00
H: 2.91702 1.75506 -0.20271  0.00
H: -6.88483 -3.87048 -0.00136  0.00
H: 3.11654 -5.05672 1.05749  0.00
H: 2.55794 0.70025 -3.41233  0.00
H: 3.46369 -4.84943 -1.39452  0.00
H: 2.63416 -0.65805 -4.54819  0.00
H: -4.63836 -4.90773 0.00041  0.00

Output
Charge ... -1
Kohn-Sham gap (alpha / beta) ... 6.896 / 6.690 eV
Energy relative to the best compared isomer or geometry (same formula, charge and spin) ... 1.4 kcal per mole
Total energy ... -3771.28568 hartree
Multiplicity ... 2

***

No. 4
Computed, not measured: 2 unconnected molecules or ions with the total composition CH9N2OSi in a non-equilibrium geometry, with ωB97M-V/def2-TZVPD.

Last column: Löwdin charge in e.
Atoms and positions in Å:
Si: 2.65255 -0.62567 -0.01500  0.80
O: 1.07186 0.19525 0.09195  -0.23
N: -2.18931 -0.79217 0.34928  0.00
N: -0.85477 1.29507 -0.08006  0.20
C: 0.17498 0.71608 -0.64124  -0.22
H: 0.13406 0.61588 -1.72369  0.17
H: -1.43555 -0.74414 1.07171  0.04
H: -1.50321 1.83361 -0.55952  0.12
H: -2.53537 -1.71883 0.11302  0.04
H: -0.90081 1.47888 0.88060  0.13
H: 3.46693 0.31127 0.73576  -0.05
H: -2.94859 -0.25242 0.77881  0.03
H: 1.91624 -1.78306 0.54246  -0.02
H: 2.95098 -0.52974 -1.54409  -0.02

Output
Charge ... +1
Kohn-Sham gap ... 9.923 eV
Energy relative to the best compared isomer or geometry (same formula, charge and spin) ... 23.6 kcal per mole
Total energy ... -517.47095 hartree